DFT (the ωB97M-V functional and the def2-TZVPD basis) results for a 5-piece molecular cluster, C30H66FNO16S overall in a non-equilibrium geometry.

For the maximum force, the calculation gives 4.20 eV Å⁻¹. Its molar mass is 747.9 g mol⁻¹. The value obtained for the LUMO energy is 0.263 eV. Its SMILES is N[C@H]1COS(=O)(=O)C[C@H]1CC(=O)F.COCCOCCOC.COCCOCCOC.COCCOCCOC.COCCOCCOC. Its net charge is 0.

Element x y z (Å)
N  0.231  3.096  2.865
C  -0.332  2.446  1.671
C  0.565  1.197  1.332
O  0.493  0.144  2.320
S  -1.031  -0.352  2.574
O  -1.010  -1.249  3.708
O  -1.613  -1.061  1.451
C  -2.111  1.094  2.929
C  -1.858  2.125  1.764
C  -2.799  3.375  1.808
C  -2.603  4.307  3.022
O  -1.866  5.204  2.960
F  -3.248  4.091  4.214
H  -0.248  2.848  3.724
H  1.235  2.974  2.936
H  -0.198  3.158  0.813
H  1.620  1.563  1.333
H  0.363  0.856  0.288
H  -1.797  1.458  3.931
H  -3.160  0.738  2.992
H  -2.117  1.575  0.823
H  -3.867  3.055  1.742
H  -2.604  3.967  0.886
C  -6.181  -8.031  -0.363
O  -5.428  -6.845  -0.497
C  -6.178  -5.795  -1.088
C  -5.555  -4.448  -0.772
O  -5.869  -3.971  0.533
C  -5.217  -4.627  1.620
C  -3.753  -4.250  1.759
O  -2.966  -4.953  0.807
C  -1.791  -4.247  0.462
H  -6.494  -8.405  -1.344
H  -5.552  -8.778  0.119
H  -7.059  -7.860  0.271
H  -7.211  -5.812  -0.719
H  -6.181  -5.954  -2.175
H  -5.983  -3.712  -1.456
H  -4.477  -4.452  -0.942
H  -5.356  -5.708  1.570
H  -5.738  -4.280  2.516
H  -3.397  -4.534  2.758
H  -3.642  -3.168  1.631
H  -2.043  -3.278  0.020
H  -1.244  -4.832  -0.277
H  -1.157  -4.101  1.343
C  -3.229  8.326  11.332
O  -2.524  7.488  10.441
C  -2.416  6.158  10.925
C  -2.123  5.198  9.787
O  -3.276  4.853  9.025
C  -3.787  5.863  8.158
C  -2.943  6.071  6.914
O  -1.794  6.850  7.216
C  -0.715  6.576  6.345
H  -2.705  8.400  12.290
H  -3.294  9.317  10.884
H  -4.247  7.951  11.489
H  -3.346  5.857  11.422
H  -1.593  6.130  11.651
H  -1.777  4.257  10.223
H  -1.321  5.565  9.145
H  -3.955  6.798  8.696
H  -4.767  5.498  7.840
H  -3.526  6.619  6.163
H  -2.653  5.097  6.505
H  -0.418  5.523  6.423
H  0.129  7.196  6.643
H  -0.984  6.810  5.310
C  -0.127  3.125  -6.944
O  0.827  2.697  -5.994
C  0.714  3.397  -4.765
C  1.369  2.614  -3.643
O  0.559  1.553  -3.143
C  0.429  0.410  -3.988
C  1.673  -0.458  -4.022
O  2.656  0.114  -4.874
C  3.970  -0.250  -4.500
H  0.017  4.182  -7.189
H  0.005  2.528  -7.846
H  -1.143  2.961  -6.568
H  -0.342  3.567  -4.520
H  1.217  4.366  -4.881
H  1.506  3.293  -2.796
H  2.360  2.255  -3.926
H  0.104  0.695  -4.989
H  -0.378  -0.181  -3.547
H  1.418  -1.446  -4.426
H  2.063  -0.574  -3.004
H  4.188  0.096  -3.483
H  4.667  0.232  -5.184
H  4.101  -1.335  -4.563
C  8.743  -4.265  -9.310
O  8.352  -4.554  -7.985
C  8.684  -3.507  -7.085
C  7.843  -3.599  -5.825
O  6.525  -3.080  -5.984
C  5.625  -3.873  -6.753
C  5.128  -5.105  -6.018
O  6.114  -6.128  -6.038
C  6.011  -6.997  -4.930
H  9.830  -4.149  -9.377
H  8.434  -5.097  -9.942
H  8.246  -3.357  -9.669
H  8.520  -2.532  -7.559
H  9.746  -3.609  -6.827
H  8.309  -2.969  -5.064
H  7.821  -4.615  -5.427
H  6.051  -4.124  -7.726
H  4.763  -3.226  -6.941
H  4.235  -5.495  -6.522
H  4.872  -4.834  -4.988
H  6.145  -6.443  -3.994
H  6.801  -7.742  -5.006
H  5.040  -7.505  -4.926

DFT (the ωB97M-V functional and the def2-TZVPD basis) results for C30H68AgCuN6O10 as an isolated structure in a non-equilibrium geometry.

For the maximum force, the calculation gives 1.78 eV Å⁻¹. The energy relative to the best compared isomer or geometry (same formula, charge and spin) comes out at 0.0000 eV. Its molar mass is 844.3 g mol⁻¹. The value obtained for the LUMO energy (alpha / beta) is -6.377 / -8.471 eV. Its net charge is +2. As for the spin multiplicity: 3.

Element x y z (Å)
Cu  -0.351  -21.429  -1.771
Ag  6.254  -19.330  2.568
C  2.448  -21.357  1.399
C  3.325  -20.314  1.786
C  3.594  -19.183  0.816
O  4.593  -18.478  0.898
C  2.806  -19.042  -0.362
C  1.810  -20.033  -0.662
C  1.563  -21.205  0.327
O  0.609  -21.961  0.055
O  1.218  -20.077  -1.747
O  4.006  -20.398  2.792
H  2.312  -22.243  2.005
H  3.110  -18.350  -1.138
C  3.535  -22.956  -3.238
C  2.240  -22.254  -3.592
C  1.850  -22.294  -5.058
O  0.890  -21.279  -5.287
C  0.298  -21.417  -6.566
N  1.089  -22.702  -2.730
H  3.688  -23.902  -3.762
H  3.622  -23.157  -2.166
H  4.361  -22.279  -3.465
H  2.345  -21.185  -3.401
H  1.291  -23.236  -5.197
H  2.734  -22.231  -5.697
H  -0.124  -22.410  -6.745
H  1.022  -21.263  -7.377
H  -0.426  -20.615  -6.682
H  1.498  -23.345  -2.049
H  0.520  -23.315  -3.319
C  6.244  -15.492  0.268
C  5.800  -14.259  1.063
C  4.308  -14.006  0.851
O  3.871  -12.757  1.342
C  4.221  -11.674  0.511
N  6.038  -14.484  2.507
H  6.688  -16.199  0.968
H  6.997  -15.225  -0.476
H  5.452  -15.981  -0.304
H  6.370  -13.377  0.780
H  3.733  -14.701  1.481
H  3.901  -14.238  -0.145
H  3.688  -11.726  -0.443
H  5.299  -11.574  0.345
H  3.941  -10.745  1.008
H  6.053  -13.585  2.983
H  5.188  -14.878  2.906
C  3.838  -18.634  -6.052
C  4.050  -19.133  -4.628
C  5.236  -18.493  -3.941
O  6.420  -18.716  -4.639
C  7.451  -17.889  -4.148
N  2.840  -18.759  -3.895
H  3.520  -17.589  -6.093
H  3.001  -19.114  -6.574
H  4.726  -18.792  -6.662
H  4.161  -20.221  -4.772
H  5.235  -18.863  -2.897
H  5.004  -17.419  -3.894
H  7.500  -17.915  -3.053
H  7.326  -16.861  -4.504
H  8.436  -18.193  -4.502
H  2.825  -19.171  -2.970
H  1.999  -19.169  -4.292
C  6.955  -23.152  2.778
C  7.961  -22.107  2.290
C  7.773  -21.698  0.845
O  6.429  -21.280  0.655
C  6.085  -21.242  -0.721
N  7.808  -20.903  3.178
H  6.486  -22.889  3.728
H  7.361  -24.139  3.002
H  6.158  -23.237  2.041
H  8.986  -22.436  2.472
H  7.904  -22.606  0.243
H  8.483  -20.922  0.546
H  6.833  -20.695  -1.301
H  5.143  -20.720  -0.897
H  5.963  -22.282  -1.038
H  8.708  -20.417  3.142
H  7.814  -21.133  4.168
C  -3.032  -18.504  -1.706
C  -1.768  -18.957  -0.982
C  -1.558  -18.139  0.282
O  -0.222  -18.432  0.716
C  0.285  -17.439  1.593
N  -1.767  -20.422  -0.585
H  -3.074  -19.007  -2.676
H  -2.988  -17.432  -1.867
H  -3.934  -18.828  -1.184
H  -0.908  -18.776  -1.628
H  -2.224  -18.468  1.090
H  -1.649  -17.069  0.089
H  1.297  -17.728  1.886
H  -0.299  -17.370  2.513
H  0.397  -16.469  1.100
H  -2.698  -20.830  -0.504
H  -1.499  -20.318  0.395
C  -0.164  -26.178  -0.637
C  1.230  -26.365  -1.231
C  2.309  -26.493  -0.194
O  2.443  -25.284  0.526
C  3.608  -25.306  1.338
N  1.186  -27.586  -2.079
H  -0.140  -25.423  0.151
H  -0.539  -27.138  -0.292
H  -0.833  -25.787  -1.410
H  1.476  -25.529  -1.906
H  3.269  -26.736  -0.678
H  2.152  -27.345  0.481
H  4.544  -25.436  0.784
H  3.419  -26.063  2.100
H  3.723  -24.313  1.776
H  0.596  -27.335  -2.873
H  2.076  -27.614  -2.582

DFT (the ωB97M-V functional and the def2-TZVPD basis) results for a 7-piece molecular cluster, C30H69NO8 overall in a non-equilibrium geometry.

For the maximum force, the calculation gives 3.87 eV Å⁻¹. Its molar mass is 571.9 g mol⁻¹. The value obtained for the LUMO energy is 0.566 eV. Its SMILES is C#CCN(CCCCCCCCCCCCCCCCCCCC)C(=O)O.CO.CO.CO.CO.CO.CO. Its net charge is 0.

Element x y z (Å)
C  -3.701  -1.087  -1.796
C  -3.477  -1.527  -0.735
C  -3.202  -2.080  0.594
N  -2.450  -3.327  0.658
C  -1.066  -3.271  0.159
C  -0.858  -3.499  -1.346
C  -0.310  -2.272  -2.107
C  1.225  -2.211  -2.085
C  1.866  -1.648  -3.355
C  1.879  -0.122  -3.517
C  2.204  0.681  -2.254
C  3.514  0.277  -1.587
C  4.023  1.281  -0.535
C  3.006  1.692  0.543
C  3.222  1.039  1.938
C  1.937  0.406  2.518
C  1.123  1.390  3.363
C  0.545  2.571  2.567
C  -0.831  3.043  3.036
C  -1.985  2.104  2.677
C  -2.171  1.835  1.179
C  -2.586  3.059  0.349
C  -2.072  3.001  -1.101
C  -0.656  3.555  -1.237
C  -3.126  -4.503  0.289
O  -2.800  -5.578  0.721
O  -4.214  -4.366  -0.502
H  -3.796  -0.692  -2.794
H  -4.142  -2.206  1.137
H  -2.620  -1.340  1.148
H  -0.523  -4.048  0.704
H  -0.630  -2.328  0.494
H  -1.782  -3.800  -1.846
H  -0.137  -4.309  -1.446
H  -0.736  -1.362  -1.672
H  -0.675  -2.322  -3.136
H  1.585  -3.238  -1.988
H  1.560  -1.696  -1.185
H  1.280  -2.052  -4.188
H  2.870  -2.059  -3.474
H  2.643  0.133  -4.259
H  0.929  0.235  -3.920
H  1.371  0.587  -1.553
H  2.285  1.737  -2.531
H  4.296  0.181  -2.347
H  3.438  -0.704  -1.113
H  4.356  2.180  -1.059
H  4.901  0.864  -0.036
H  3.061  2.767  0.660
H  1.986  1.478  0.243
H  3.501  1.826  2.641
H  4.008  0.286  1.888
H  1.314  0.001  1.715
H  2.219  -0.429  3.166
H  1.767  1.812  4.138
H  0.316  0.857  3.874
H  1.227  3.422  2.646
H  0.473  2.341  1.508
H  -1.019  4.016  2.568
H  -0.816  3.236  4.112
H  -2.916  2.543  3.048
H  -1.821  1.149  3.186
H  -2.985  1.113  1.090
H  -1.287  1.356  0.749
H  -2.257  3.993  0.807
H  -3.675  3.099  0.311
H  -2.057  1.952  -1.411
H  -2.751  3.563  -1.744
H  -0.206  3.296  -2.197
H  -0.650  4.642  -1.125
H  -0.009  3.151  -0.456
H  -4.017  -3.957  -1.366
C  -3.807  -4.605  -4.406
O  -3.484  -3.776  -3.290
H  -2.959  -5.264  -4.572
H  -4.693  -5.210  -4.207
H  -3.969  -4.003  -5.302
H  -4.219  -3.176  -3.128
C  3.003  4.539  5.701
O  1.665  4.132  5.441
H  3.656  3.826  5.205
H  3.204  5.537  5.301
H  3.225  4.531  6.772
H  1.073  4.753  5.873
C  -4.928  4.837  3.140
O  -4.907  5.118  1.746
H  -3.902  4.902  3.495
H  -5.536  5.563  3.688
H  -5.305  3.831  3.342
H  -5.809  5.064  1.418
C  -0.550  -7.507  -1.390
O  -0.193  -6.664  -0.306
H  0.338  -8.069  -1.673
H  -1.336  -8.212  -1.106
H  -0.888  -6.927  -2.256
H  -0.991  -6.189  -0.039
C  4.120  5.922  0.630
O  3.375  5.001  -0.158
H  4.690  5.339  1.349
H  4.816  6.502  0.018
H  3.464  6.608  1.172
H  2.865  5.501  -0.800
C  2.909  -5.771  -2.697
O  3.645  -4.683  -2.149
H  2.050  -5.347  -3.214
H  3.507  -6.338  -3.416
H  2.548  -6.443  -1.914
H  4.406  -5.039  -1.684

DFT (the ωB97M-V functional and the def2-TZVPD basis) results for C30H70ClN10O10Pt as an isolated structure in a non-equilibrium geometry.

For the maximum force, the calculation gives 5.45 eV Å⁻¹. Its molar mass is 961.5 g mol⁻¹. The value obtained for the LUMO energy (alpha / beta) is -2.016 / -2.020 eV. Its net charge is +1. As for the spin multiplicity: 3.

Element x y z (Å)
Pt  -0.098  -0.745  1.003
Cl  -0.298  1.678  0.361
C  3.109  -2.749  0.001
C  3.087  -1.289  0.484
O  2.106  -0.919  1.115
N  4.012  -0.502  0.017
C  4.072  0.950  0.217
H  2.127  -3.199  -0.145
H  3.547  -3.322  0.818
H  3.608  -2.880  -0.959
H  4.636  -0.856  -0.694
H  4.331  1.583  -0.632
H  4.911  1.122  0.891
H  3.152  1.260  0.713
C  4.015  1.258  3.583
C  3.790  1.623  5.034
O  3.495  2.762  5.349
N  3.772  0.631  5.971
C  3.898  -0.834  5.624
H  4.310  0.230  3.371
H  4.749  1.982  3.230
H  3.164  1.490  2.943
H  3.351  0.861  6.860
H  3.631  -1.469  6.468
H  4.828  -1.254  5.241
H  3.114  -1.098  4.914
C  -0.769  -3.753  -1.885
C  -0.608  -2.261  -1.750
O  -0.016  -1.656  -0.851
N  -1.283  -1.617  -2.716
C  -1.290  -0.200  -2.977
H  -1.069  -4.208  -0.942
H  0.173  -4.224  -2.168
H  -1.539  -4.045  -2.599
H  -1.327  -2.199  -3.540
H  -1.888  0.249  -2.184
H  -1.664  0.024  -3.977
H  -0.279  0.204  -2.934
C  1.684  -4.274  2.550
C  0.258  -3.789  2.303
O  -0.025  -2.753  1.756
N  -0.628  -4.693  2.750
C  -0.434  -6.058  3.298
H  2.435  -3.484  2.576
H  1.934  -4.976  1.755
H  1.751  -4.806  3.499
H  -1.629  -4.563  2.714
H  0.506  -6.527  3.005
H  -1.083  -6.748  2.759
H  -0.760  -6.190  4.329
C  2.363  4.358  1.965
C  2.976  4.313  0.571
O  4.098  4.832  0.439
N  2.228  3.826  -0.404
C  2.527  3.727  -1.839
H  2.198  5.335  2.418
H  3.076  3.930  2.669
H  1.433  3.790  1.996
H  1.437  3.271  -0.110
H  1.658  4.164  -2.332
H  2.656  2.663  -2.036
H  3.419  4.280  -2.133
C  -4.152  -2.237  -0.100
C  -3.522  -1.304  0.901
O  -2.261  -1.105  0.928
N  -4.345  -0.624  1.569
C  -3.935  0.501  2.351
H  -3.550  -2.240  -1.009
H  -5.196  -1.937  -0.192
H  -4.051  -3.230  0.338
H  -5.341  -0.564  1.409
H  -4.650  1.292  2.128
H  -2.941  0.857  2.077
H  -4.087  0.296  3.411
C  0.319  1.349  4.835
C  -0.114  -0.005  4.266
O  -0.131  -0.241  3.045
N  -0.558  -0.865  5.185
C  -1.058  -2.158  4.914
H  -0.527  1.935  5.195
H  0.908  1.873  4.082
H  1.075  1.318  5.619
H  -0.500  -0.478  6.116
H  -0.230  -2.863  4.990
H  -1.315  -2.145  3.855
H  -1.924  -2.546  5.449
C  -1.052  3.095  -3.258
C  -0.451  2.886  -4.637
O  0.457  2.041  -4.905
N  -0.845  3.754  -5.594
C  -0.103  3.950  -6.852
H  -2.105  2.829  -3.344
H  -0.912  4.143  -2.990
H  -0.554  2.430  -2.553
H  -1.617  4.378  -5.406
H  -0.371  3.220  -7.616
H  0.976  3.840  -6.746
H  -0.175  4.926  -7.333
C  0.200  -1.249  -6.388
C  1.051  -1.606  -5.194
O  0.893  -2.774  -4.719
N  1.759  -0.583  -4.676
C  2.595  -0.760  -3.495
H  0.610  -1.748  -7.266
H  0.067  -0.180  -6.555
H  -0.794  -1.684  -6.291
H  1.575  0.300  -5.131
H  2.839  0.230  -3.108
H  3.600  -1.158  -3.636
H  2.006  -1.237  -2.711
C  -7.005  1.582  -2.831
C  -6.243  1.555  -1.528
O  -6.662  1.004  -0.566
N  -5.154  2.264  -1.607
C  -4.228  2.286  -0.416
H  -8.030  1.929  -2.706
H  -7.086  0.608  -3.314
H  -6.700  2.385  -3.501
H  -5.420  3.112  -2.087
H  -3.641  1.384  -0.238
H  -4.717  2.522  0.529
H  -3.614  3.186  -0.450